{
  "formula": "C2H7N3O2",
  "method": "wB97M-V/def2-TZVPD",
  "multiplicity": 1,
  "energy_ev": -10744.8972,
  "de_lowest_kcal_mol": 211.7,
  "total_charge": 0,
  "orbital_gap_ev": [7.909, 7.909],
  "e_lumo_ev": [0.36, 0.36],
  "elements": ["C", "C", "N", "N", "O", "O", "N", "H", "H", "H", "H", "H", "H", "H"],
  "coordinates": [[-0.012734, 0.606537, -0.368693], [-0.157307, -0.461169, 0.495232], [-2.822634, 0.553969, -0.152264], [2.631773, 0.152483, 0.058011], [-1.667855, 1.199205, 0.255659], [1.602115, -0.562133, -0.602103], [-0.540601, -1.331567, 1.224267], [-2.937825, -0.318344, 0.365203], [-2.780327, 0.355693, -1.152599], [3.195492, -0.536751, 0.551973], [3.224698, 0.545805, -0.671974], [0.013862, -2.157860, 1.424885], [0.527081, 1.475783, -0.017490], [-0.275737, 0.478351, -1.410106]],
  "atomic_forces_ev_per_a": [[-2.5, 0.8, 0.4], [0.8, -1.4, 0.2], [0.2, -0.1, -0.2], [-0.1, -0.2, 0.1], [1.2, 0.2, -0.2], [-0.2, 0.1, 0.5], [0.4, 0.9, -0.6], [0.1, 0.0, -0.1], [-0.1, 0.0, 0.1], [0.0, 0.1, -0.1], [-0.1, -0.1, 0.1], [0.0, 0.1, 0.0], [0.2, -0.2, -0.1], [0.1, -0.1, 0.1]]
}

{
  "formula": "C2H7N3O2",
  "method": "wB97M-V/def2-TZVPD",
  "multiplicity": 1,
  "energy_ev": -10729.1155,
  "de_lowest_kcal_mol": 61.5,
  "total_charge": 2,
  "orbital_gap_ev": [8.953, 8.952],
  "e_lumo_ev": [-11.25, -11.25],
  "elements": ["C", "C", "N", "N", "N", "O", "O", "H", "H", "H", "H", "H", "H", "H"],
  "coordinates": [[-0.028580, -0.756466, 0.253791], [0.772833, 0.452525, -0.297256], [-0.025550, -0.644098, 1.560571], [-0.368807, -1.824549, -0.470685], [-0.351113, 1.521465, -0.827268], [1.406687, 0.922585, 0.796546], [0.387772, 0.550041, 2.087385], [1.476298, 0.265185, -1.205263], [-0.373695, -1.341070, 2.301035], [-0.125522, -1.914852, -1.481723], [-1.027536, -2.502480, -0.096494], [-0.402712, 2.227063, -0.073642], [-1.231421, 1.047601, -0.840785], [-0.108654, 1.997049, -1.706211]],
  "atomic_forces_ev_per_a": [[1.2, -1.5, -0.9], [-0.7, 0.2, -0.9], [-1.5, -1.3, 1.4], [-0.1, 1.3, -0.1], [1.8, -0.2, 1.5], [-1.0, 0.2, 2.0], [1.9, 0.2, -3.6], [-0.9, 0.1, 1.8], [0.7, 1.1, -1.3], [-0.2, 0.2, 1.2], [0.2, -0.2, -0.1], [0.0, 0.1, -0.3], [-1.1, -0.1, -0.6], [-0.2, -0.2, 0.0]]
}